Entry 1:
A molecular structure, C56H63BrClN4OP3PdSe2 at a distorted geometry. Source: the OMol25 dataset; level of theory: ωB97M-V/def2-TZVPD.

Geometry (Å):
Pd  -1.368  1.149  1.071
Se  2.377  0.861  6.869
P  1.656  -0.899  5.971
C  0.500  -1.873  6.981
C  0.472  -1.678  8.354
C  -0.375  -2.442  9.145
C  -1.194  -3.398  8.566
C  -1.173  -3.590  7.189
C  -0.332  -2.826  6.398
C  3.047  -2.070  5.728
C  2.896  -3.445  5.910
C  3.994  -4.290  5.835
C  5.257  -3.772  5.591
C  5.420  -2.402  5.438
C  4.325  -1.556  5.515
C  0.628  -0.554  4.504
C  0.543  -0.450  3.109
N  -0.632  0.191  2.869
N  -1.235  0.441  4.010
N  -0.505  0.003  4.997
P  1.373  -0.949  1.602
Se  0.294  -0.261  -0.151
C  3.079  -0.331  1.583
C  3.439  0.686  0.703
C  4.742  1.161  0.687
C  5.691  0.622  1.543
C  5.336  -0.397  2.416
C  4.036  -0.874  2.434
C  1.483  -2.759  1.559
C  1.823  -3.470  2.705
C  1.927  -4.851  2.671
C  1.685  -5.534  1.487
C  1.337  -4.830  0.343
C  1.232  -3.448  0.376
H  1.107  -0.917  8.792
H  -0.401  -2.281  10.215
H  -1.859  -3.988  9.183
H  -1.822  -4.325  6.732
H  -0.341  -2.956  5.321
H  1.922  -3.863  6.123
H  3.862  -5.354  5.986
H  6.115  -4.430  5.542
H  6.408  -1.988  5.281
H  4.452  -0.483  5.441
H  2.695  1.102  0.037
H  5.015  1.954  0.003
H  6.708  0.993  1.528
H  6.072  -0.826  3.083
H  3.781  -1.682  3.103
H  1.995  -2.952  3.637
H  2.194  -5.389  3.571
H  1.761  -6.613  1.458
H  1.137  -5.359  -0.580
H  0.945  -2.902  -0.513
Br  -5.117  4.358  5.596
C  -4.109  3.499  4.256
C  -4.615  2.377  3.623
C  -3.845  1.786  2.644
N  -2.649  2.256  2.288
C  -2.168  3.330  2.911
C  -2.867  3.990  3.905
H  -5.581  1.969  3.883
H  -4.190  0.903  2.125
H  -1.191  3.674  2.598
H  -2.442  4.856  4.390
Cl  -4.783  4.520  0.590
C  -3.084  4.842  0.352
C  -2.614  6.102  0.696
C  -1.271  6.399  0.560
C  -0.403  5.422  0.080
C  -0.883  4.174  -0.259
C  -2.247  3.833  -0.145
C  -2.708  2.501  -0.466
H  -3.309  6.839  1.077
H  -0.904  7.380  0.834
H  0.654  5.636  -0.018
H  -0.207  3.404  -0.604
H  -2.071  1.832  -1.032
H  -3.756  2.256  -0.387
O  -1.323  0.548  -2.294
P  -0.783  0.377  -3.682
C  -0.422  -1.395  -3.932
C  0.114  -1.873  -5.306
C  -0.839  -2.868  -5.963
C  -1.045  -4.104  -5.084
C  -1.239  -3.732  -3.598
C  -1.588  -2.258  -3.423
C  -1.979  1.102  -4.868
C  -1.787  0.861  -6.375
C  -3.016  1.365  -7.130
C  -4.263  0.529  -6.792
C  -4.131  -0.144  -5.422
C  -3.434  0.778  -4.427
C  0.826  1.241  -3.824
C  1.389  1.561  -5.228
C  1.105  3.008  -5.625
C  1.818  3.990  -4.680
C  1.945  3.415  -3.261
C  0.764  2.506  -2.948
H  0.377  -1.519  -3.189
H  1.083  -2.359  -5.164
H  0.297  -1.039  -5.982
H  -0.455  -3.164  -6.942
H  -1.801  -2.382  -6.149
H  -0.180  -4.763  -5.188
H  -1.905  -4.668  -5.450
H  -0.319  -3.932  -3.038
H  -2.012  -4.357  -3.147
H  -1.769  -2.017  -2.376
H  -2.512  -2.030  -3.961
H  -1.819  2.173  -4.684
H  -1.647  -0.201  -6.589
H  -0.897  1.377  -6.734
H  -2.828  1.351  -8.205
H  -3.179  2.413  -6.860
H  -4.425  -0.232  -7.560
H  -5.146  1.171  -6.801
H  -3.564  -1.074  -5.521
H  -5.114  -0.429  -5.043
H  -3.437  0.357  -3.421
H  -3.998  1.712  -4.362
H  1.513  0.544  -3.327
H  1.008  0.876  -5.983
H  2.472  1.409  -5.214
H  0.026  3.185  -5.599
H  1.417  3.183  -6.656
H  1.261  4.929  -4.648
H  2.809  4.230  -5.071
H  2.014  4.222  -2.529
H  2.869  2.835  -3.170
H  -0.170  3.053  -3.119
H  0.750  2.200  -1.903

The value obtained for the total energy is -11455.072941 Ha. The calculation puts the molar mass at 1280.77 u. Its energy relative to the best compared isomer or geometry (same formula, charge and spin) is 48.5 kcal per mole. The value obtained for the gap between HOMO and LUMO (alpha / beta) is 6.47 / 6.47 eV. The net charge is 0. Its LUMO energy (alpha / beta) is -0.0045 / -0.0045 hartree.

Atom charges from the Mulliken analysis, given in e for atoms 1 to 5:
1. Pd 0.1319
2. Se -0.3898
3. P 0.3772
4. C 0.4538
5. C -0.6413

***

Entry 2:
6 unconnected molecules or ions with the total composition C56H65BrClF14N5O11P at a distorted geometry. Source: the OMol25 dataset; level of theory: ωB97M-V/def2-TZVPD.

Geometry (Å):
C  3.994  -3.191  3.797
C  5.359  -4.065  3.387
C  6.080  -3.456  2.036
C  5.080  -3.836  0.759
C  5.911  -3.895  -0.673
C  6.481  -2.403  -1.145
C  5.246  -1.382  -1.596
C  5.649  0.184  -1.180
C  4.314  1.060  -0.718
C  3.706  1.970  -1.958
C  2.342  2.749  -1.406
C  2.565  4.374  -1.336
C  1.198  5.265  -1.500
C  -0.132  4.601  -0.772
C  0.056  4.453  0.885
C  -0.049  2.895  1.333
P  -1.614  2.360  2.259
Cl  -0.332  1.094  3.464
Br  -3.016  3.667  1.050
C  -3.165  1.625  3.120
C  -3.484  0.059  2.726
C  -4.761  -0.173  1.735
F  -5.941  -0.418  2.648
F  -5.126  1.122  1.045
C  -4.579  -1.302  0.568
F  -4.512  -0.532  -0.733
F  -3.273  -2.049  0.618
C  -5.736  -2.475  0.531
F  -7.044  -1.821  0.312
F  -5.866  -3.218  1.842
C  -5.408  -3.697  -0.559
F  -4.581  -3.277  -1.707
F  -4.556  -4.665  0.230
C  -6.748  -4.421  -1.161
F  -7.627  -4.740  0.025
F  -7.594  -3.510  -2.020
C  -6.478  -5.755  -2.072
F  -5.058  -6.123  -2.261
F  -7.020  -5.498  -3.459
F  -7.302  -6.896  -1.546
C  -1.392  3.684  3.660
C  -2.558  4.843  3.654
O  -3.790  4.660  4.201
F  -2.324  6.219  3.085
H  3.030  -3.575  3.236
H  4.179  -2.042  3.645
H  3.820  -3.364  4.957
H  5.016  -5.176  3.217
H  6.103  -4.025  4.316
H  6.176  -2.288  2.148
H  7.158  -3.900  1.850
H  4.265  -2.978  0.705
H  4.599  -4.908  0.935
H  6.791  -4.679  -0.561
H  5.210  -4.332  -1.533
H  7.242  -2.597  -2.032
H  7.101  -1.998  -0.237
H  4.224  -1.671  -1.090
H  5.135  -1.516  -2.762
H  6.320  0.096  -0.224
H  6.237  0.667  -2.074
H  4.619  1.778  0.177
H  3.469  0.341  -0.318
H  4.503  2.721  -2.412
H  3.397  1.219  -2.818
H  1.487  2.510  -2.182
H  2.143  2.299  -0.332
H  3.127  4.589  -0.308
H  3.299  4.646  -2.236
H  0.973  5.434  -2.658
H  1.344  6.324  -1.015
H  -1.068  5.260  -1.043
H  -0.332  3.540  -1.275
H  1.192  4.777  1.065
H  -0.581  5.222  1.490
H  0.087  2.187  0.384
H  0.889  2.651  2.028
H  -1.779  1.308  1.246
H  -2.901  1.613  4.285
H  -4.098  2.346  3.033
H  -3.762  -0.486  3.752
H  -2.472  -0.413  2.384
H  -1.450  3.174  4.738
H  -0.310  4.189  3.636
C  -1.739  11.614  -0.128
C  -0.538  11.574  -0.838
C  -0.155  10.407  -1.501
C  -0.989  9.281  -1.449
C  -2.191  9.315  -0.731
C  -2.562  10.488  -0.070
N  -0.604  8.058  -2.165
O  0.476  8.061  -2.774
O  -1.383  7.095  -2.123
H  -2.036  12.528  0.382
H  0.098  12.456  -0.878
H  0.784  10.392  -2.050
H  -2.845  8.447  -0.678
H  -3.495  10.526  0.488
C  3.581  -7.046  -6.496
C  4.847  -7.412  -6.036
C  5.726  -6.439  -5.558
C  5.323  -5.096  -5.540
C  4.056  -4.725  -6.008
C  3.186  -5.707  -6.487
N  6.233  -4.071  -5.014
O  7.353  -4.437  -4.627
O  5.829  -2.900  -4.984
H  2.897  -7.809  -6.863
H  5.148  -8.458  -6.048
H  6.709  -6.740  -5.203
H  3.732  -3.686  -6.004
H  2.199  -5.430  -6.849
C  -2.980  7.774  9.108
C  -2.915  7.891  7.719
C  -2.069  7.057  6.986
C  -1.292  6.103  7.656
C  -1.349  5.988  9.052
C  -2.198  6.829  9.775
N  -0.419  5.206  6.888
O  -0.381  5.351  5.657
O  0.227  4.353  7.514
H  -3.646  8.422  9.676
H  -3.527  8.630  7.207
H  -2.029  7.161  5.903
H  -0.748  5.255  9.585
H  -2.252  6.746  10.858
C  2.103  -8.764  2.753
C  3.324  -9.269  3.204
C  4.402  -9.381  2.323
C  4.247  -8.979  0.990
C  3.020  -8.479  0.533
C  1.948  -8.374  1.422
N  5.384  -9.071  0.066
O  6.447  -9.536  0.503
O  5.217  -8.674  -1.097
H  1.267  -8.673  3.445
H  3.437  -9.572  4.242
H  5.347  -9.776  2.690
H  2.884  -8.168  -0.500
H  0.993  -7.984  1.078
C  -7.245  -1.077  -4.332
C  -7.138  -0.090  -5.314
C  -7.338  -0.415  -6.657
C  -7.651  -1.736  -7.007
C  -7.751  -2.730  -6.024
C  -7.546  -2.393  -4.684
N  -7.888  -2.078  -8.414
O  -7.771  -1.175  -9.256
O  -8.195  -3.249  -8.680
H  -7.093  -0.818  -3.285
H  -6.901  0.933  -5.031
H  -7.251  0.365  -7.410
H  -7.988  -3.760  -6.282
H  -7.625  -3.157  -3.914

The value obtained for the total energy is -8047.005697 Ha. The calculation puts the molar mass at 1396.46 u. The value obtained for the gap between HOMO and LUMO is 5.76 eV. The net charge is -1. Its LUMO energy is 0.0136 hartree.

Atom charges from the Mulliken analysis, given in e for atoms 1 to 5:
1. C -0.8599
2. C -0.3919
3. C -0.5007
4. C -0.1437
5. C -0.6967